A single C22H26N2O4 molecule, computed with ωB97M-V/def2-TZVPD.

Output
Orbital gap in eV: 9.739
Electronic energy in hartree: -1264.4990
Total charge: 0
Relative energy (zero: lowest compared OMol25 entry of this formula, charge and spin) in kJ/mol: 0.0
Spin multiplicity: 1
SMILES: O=C(O)CCCNC(=O)CCCNC(=O)C(c1ccccc1)c1ccccc1
Max |F| in eV/A: 0.720

Bonds (Å) are listed after each position.
Positions of all 54 atoms, in Å:
1 H -6.03 -2.17 -1.45  C33 1.091
2 C 1.01 0.07 0.37  N14 1.341, C27 1.526, O50 1.223
3 H -3.15 2.55 -0.25  C48 1.090
4 C -2.69 -1.31 -1.32  C16 1.516, O18 1.208, O30 1.318
5 C 4.31 -3.74 0.49  H8 1.080, C15 1.384, C52 1.384
6 H -3.75 3.17 1.29  C48 1.092
7 C 3.64 2.35 0.61  H42 1.082, C45 1.385, C46 1.388
8 H 4.77 -4.71 0.41  C5 1.080
9 H -1.33 0.90 -0.27  C24 1.094
10 H 4.64 4.21 0.33  C45 1.080
11 C -1.90 2.07 1.45  H19 1.092, C24 1.523, C48 1.529, H53 1.092
12 H 5.02 -0.47 0.04  C37 1.080
13 H 3.85 1.96 -3.21  C35 1.080
14 N 0.14 0.72 1.16  C2 1.341, C24 1.449, H40 1.007
15 C 5.03 -2.60 0.19  C5 1.384, H25 1.080, C37 1.384
16 C -3.92 -2.16 -1.09  C4 1.516, C33 1.527, H41 1.093, H47 1.091
17 C 3.12 -1.23 0.68  C23 1.390, C27 1.515, C37 1.388
18 O -2.69 -0.23 -1.86  C4 1.208
19 H -2.04 1.92 2.52  C11 1.092
20 H -1.80 -0.05 1.16  C24 1.097
21 H 2.50 0.41 1.89  C27 1.097
22 O -4.38 0.60 2.06  C44 1.216
23 C 2.40 -2.38 1.00  C17 1.390, H28 1.081, C52 1.383
24 C -1.26 0.84 0.82  H9 1.094, C11 1.523, N14 1.449, H20 1.097
25 H 6.06 -2.68 -0.13  C15 1.080
26 H -4.43 1.04 -1.05  N51 1.009
27 C 2.46 0.13 0.83  C2 1.526, C17 1.515, H21 1.097, C46 1.511
28 H 1.38 -2.30 1.32  C23 1.081
29 C -5.62 -0.47 -0.22  C33 1.529, H39 1.094, H49 1.098, N51 1.446
30 O -1.60 -1.90 -0.86  C4 1.318, H38 0.998
31 H 4.78 3.97 -2.12  C36 1.080
32 H 2.42 -4.51 1.14  C52 1.080
33 C -5.23 -1.43 -1.35  H1 1.091, C16 1.527, C29 1.529, H43 1.092
34 C 3.20 1.08 -1.37  C35 1.382, C46 1.390, H54 1.079
35 C 3.80 2.07 -2.13  H13 1.080, C34 1.382, C36 1.385
36 C 4.32 3.20 -1.52  H31 1.080, C35 1.385, C45 1.384
37 C 4.44 -1.35 0.28  H12 1.080, C15 1.384, C17 1.388
38 H -0.78 -1.34 -0.95  O30 0.998
39 H -5.58 -0.96 0.75  C29 1.094
40 H 0.45 1.13 2.03  N14 1.007
41 H -3.83 -3.02 -1.77  C16 1.093
42 H 3.59 2.46 1.69  C7 1.082
43 H -5.15 -0.88 -2.28  C33 1.092
44 C -4.18 1.11 0.98  O22 1.216, C48 1.526, N51 1.347
45 C 4.24 3.34 -0.15  C7 1.385, H10 1.080, C36 1.384
46 C 3.13 1.21 0.01  C7 1.388, C27 1.511, C34 1.390
47 H -3.87 -2.55 -0.07  C16 1.091
48 C -3.27 2.32 0.80  H3 1.090, H6 1.092, C11 1.529, C44 1.526
49 H -6.65 -0.13 -0.39  C29 1.098
50 O 0.66 -0.48 -0.66  C2 1.223
51 N -4.75 0.68 -0.16  H26 1.009, C29 1.446, C44 1.347
52 C 2.99 -3.62 0.90  C5 1.384, C23 1.383, H32 1.080
53 H -1.26 2.94 1.29  C11 1.092
54 H 2.79 0.20 -1.85  C34 1.079